The following is a quantum chemistry calculation of an isolated molecule of C6H7N at a distorted geometry, from OMol25.

Atoms and positions in Å:
C1 -1.56709 0.82706 -0.47470
C2 0.04248 1.19348 1.53977
C3 -1.23110 0.96754 0.85192
C4 -1.19352 -0.38524 0.19655
C5 0.50406 -0.78922 0.25610
C6 1.13660 -0.62979 -1.12625
N1 0.88304 0.33479 1.13400
H1 -1.56179 1.14514 -1.48676
H2 0.40312 2.01188 2.11622
H3 -1.83626 -1.23773 0.41409
H4 0.52276 -1.55504 0.92555
H5 1.13804 0.49353 -1.41995
H6 0.59430 -1.34377 -1.80509
H7 2.16535 -1.03263 -1.12144

Output
ΔE to the lowest compared entry with this formula, charge and spin = 512.2 kJ/mol
gap between HOMO and LUMO = 0.3309 Eh
structure (SMILES) = C[C@H]1N=CC2=C[C@H]21
net charge = 0
highest occupied orbital energy = -8.573 eV
LUMO level = 0.43 eV
F_max = 7.0 eV/Å

Taken from the natural (NBO) analysis, the atomic charges in e are: number 1, C, carries -0.13; number 2, C, carries 0.07; number 3, C, carries -0.09; number 4, C, carries -0.28; number 5, C, carries -0.09; number 6, C, carries -0.63; number 7, N, carries -0.36; number 8, H, carries 0.22; number 9, H, carries 0.21; number 10, H, carries 0.19; number 11, H, carries 0.22; number 12, H, carries 0.23; number 13, H, carries 0.22; number 14, H, carries 0.22

The following is a quantum chemistry calculation of an isolated molecule of C2H3F at a distorted geometry, from OMol25.

Atoms and positions in Å:
C1 -0.83525 -0.12990 0.28099
C2 0.55813 0.14220 -0.15507
F1 1.17838 -0.37532 -1.21746
H1 -0.99556 0.41578 1.16929
H2 -1.27096 -0.91040 -0.27468
H3 1.36526 0.85764 0.19692

Output
ΔE to the lowest compared entry with this formula, charge and spin = 108.7 kJ/mol
gap between HOMO and LUMO = 0.3940 Eh
structure (SMILES) = C=CF
net charge = 0
highest occupied orbital energy = -9.480 eV
LUMO level = 1.24 eV
F_max = 9.0 eV/Å

Taken from the natural (NBO) analysis, the atomic charges in e are: number 1, C, carries -0.54; number 2, C, carries 0.26; number 3, F, carries -0.34; number 4, H, carries 0.23; number 5, H, carries 0.23; number 6, H, carries 0.17

The following is a quantum chemistry calculation of a 2-piece molecular cluster, C2H3Br2N3 overall at a distorted geometry, from OMol25.

Atoms and positions in Å:
C1 1.12949 -0.28537 0.95290
C2 0.28830 -0.34668 -0.29123
N1 0.11918 -0.25822 2.00633
N2 -1.00826 -0.32161 1.50512
N3 -1.00916 -0.41940 0.19501
Br1 2.33687 1.30555 0.83133
Br2 0.47271 -1.32521 -1.87496
H1 1.65723 -1.14815 1.10873
H2 0.14117 1.44559 -1.43197
H3 -1.83709 -0.12331 -0.25997

Output
ΔE to the lowest compared entry with this formula, charge and spin = 586.2 kJ/mol
gap between HOMO and LUMO (alpha / beta) = 0.2731 / 0.3125 Eh
net charge = 0
highest occupied orbital energy (alpha / beta) = -8.423 / -9.752 eV
LUMO level (alpha / beta) = -0.99 / -1.25 eV
F_max = 2.9 eV/Å

Taken from the natural (NBO) analysis, the atomic charges in e are: number 1, C, carries -0.22; number 2, C, carries 0.00; number 3, N, carries -0.20; number 4, N, carries 0.05; number 5, N, carries -0.46; number 6, Br, carries 0.04; number 7, Br, carries 0.13; number 8, H, carries 0.24; number 9, H, carries 0.00; number 10, H, carries 0.42